Run P
A molecular structure, C9H21N3O3Rb, computed with the ωB97M-V functional and the def2-TZVPD basis.

Properties
Lowest unoccupied orbital energy in eV: -3.29
Kohn-Sham gap in eV: 8.578
Molar mass in g/mol: 304.753
Charge: +1

Each line ends with the Mulliken charge.
Geometry (Å):
1 Rb 20.3570 -24.5994 -18.8478  0.97
2 O 20.8680 -20.4528 -20.5838  -0.68
3 O 22.6760 -26.2432 -22.0398  -0.66
4 O 18.3437 -28.3184 -20.3145  -0.68
5 N 19.7408 -18.8384 -21.7245  -0.20
6 N 23.3881 -27.2880 -23.9632  -0.17
7 N 17.9946 -29.1354 -22.4888  -0.21
8 C 17.9671 -28.1484 -21.5201  0.78
9 C 17.2562 -26.9085 -22.0636  -1.03
10 C 20.4823 -19.9465 -21.6675  0.67
11 C 19.5524 -18.0404 -20.5410  -0.71
12 C 22.0939 -27.1804 -24.5913  -0.84
13 C 18.4367 -30.5146 -22.1780  -0.82
14 C 23.6191 -26.7840 -22.7340  0.72
15 C 20.7396 -20.6366 -22.9041  -0.97
16 C 25.0398 -26.7433 -22.3188  -1.13
17 H 20.5446 -17.9066 -20.1099  0.24
18 H 24.1926 -27.5108 -24.5318  0.25
19 H 25.5902 -26.0906 -22.9964  0.33
20 H 20.2792 -20.2015 -23.7911  0.29
21 H 21.9559 -26.3218 -25.2485  0.31
22 H 21.7217 -21.0814 -23.0643  0.31
23 H 18.5141 -31.0773 -23.1083  0.32
24 H 20.1510 -21.5535 -22.8734  0.26
25 H 25.0546 -26.2563 -21.3438  0.27
26 H 21.9888 -27.9306 -25.3752  0.32
27 H 17.5760 -30.8775 -21.6162  0.32
28 H 25.5043 -27.7270 -22.2511  0.34
29 H 17.4617 -26.8264 -23.1309  0.35
30 H 17.6041 -28.9000 -23.3900  0.22
31 H 17.7236 -26.0665 -21.5530  0.19
32 H 18.9261 -18.6996 -19.9400  0.27
33 H 21.2905 -27.2593 -23.8589  0.26
34 H 19.3450 -30.5554 -21.5767  0.25
35 H 16.1684 -26.9775 -22.0590  0.33
36 H 19.1381 -18.7429 -22.5293  0.23
37 H 19.0276 -17.1070 -20.7449  0.30



Run Q
A molecular structure, C9H21N3O3Rb, computed with the ωB97M-V functional and the def2-TZVPD basis.

Properties
Lowest unoccupied orbital energy in eV: -2.55
Kohn-Sham gap in eV: 9.876
Molar mass in g/mol: 304.753
Charge: +1

Each line ends with the Mulliken charge.
Geometry (Å):
1 Rb -0.4986 0.1870 0.2352  0.95
2 O -0.2072 -1.7010 -1.8609  -0.65
3 O -2.9431 0.8130 -1.1897  -0.67
4 O 2.0668 0.7611 1.3662  -0.56
5 N 1.8935 -2.4608 -1.5252  -0.13
6 N -5.0480 1.2417 -0.5113  -0.17
7 N 3.7459 1.7555 2.4645  -0.16
8 C 0.8818 -2.0456 -2.3090  0.71
9 C 4.6124 1.7771 1.3037  -0.81
10 C 1.7261 1.2615 3.6880  -1.06
11 C -4.3457 -1.0778 -0.7709  -0.75
12 C -4.8121 2.6471 -0.2122  -0.78
13 C 1.1645 -2.0340 -3.7881  -1.06
14 C 1.8215 -2.6507 -0.1048  -0.55
15 C -4.0610 0.3994 -0.8756  0.57
16 C 2.5132 1.2452 2.4074  0.65
17 H -4.7795 3.2415 -1.1291  0.29
18 H 4.1579 2.3357 0.4861  0.26
19 H 1.6842 -3.6953 0.1840  0.29
20 H -3.4914 -1.5749 -0.3185  0.16
21 H -5.2154 -1.2887 -0.1461  0.34
22 H 2.7250 -2.2818 0.3807  0.30
23 H 2.0052 -2.6803 -4.0463  0.35
24 H 0.2851 -2.3998 -4.3110  0.30
25 H -5.6802 3.0174 0.3266  0.33
26 H -5.9809 0.8713 -0.4664  0.23
27 H 4.1148 2.1012 3.3324  0.24
28 H 4.8045 0.7678 0.9337  0.25
29 H -4.5343 -1.5207 -1.7479  0.26
30 H 1.4087 -1.0346 -4.1452  0.26
31 H 0.6708 1.4134 3.4620  0.23
32 H 1.8331 0.3355 4.2511  0.26
33 H -3.8756 2.7465 0.3229  0.23
34 H 5.5709 2.2199 1.5549  0.34
35 H 1.0073 -2.1138 0.3801  -0.04
36 H 2.0085 2.0817 4.3507  0.38
37 H 2.7715 -2.6604 -1.9718  0.22



Short version: run P is the least stable of them.



Run P
2 unconnected molecules or ions with the total composition C4H13NOS, computed with the ωB97M-V functional and the def2-TZVPD basis.

Properties
Spin multiplicity: 2
Lowest unoccupied orbital energy (alpha / beta) in eV: -3.85 / -9.30
Kohn-Sham gap (alpha / beta) in eV: 10.104 / 4.191
Molar mass in g/mol: 123.221
Charge: +1

Each line ends with the Mulliken charge.
Geometry (Å):
1 S -1.8654 -0.1774 1.6165  0.20
2 O -1.3808 2.7965 -0.4950  -0.62
3 N 1.0252 0.9688 -0.8396  -0.59
4 C 0.9145 -0.0732 0.1909  0.47
5 C 2.2900 -0.7570 0.4017  -1.69
6 C -1.5679 -0.7297 -0.1021  -0.57
7 C -0.0956 -1.1476 -0.1598  -0.98
8 H -2.2678 -1.5497 -0.2785  0.45
9 H 0.1138 -1.3767 -1.2086  0.39
10 H 0.3356 0.8398 -1.5577  0.22
11 H 0.0229 -2.0715 0.4038  0.41
12 H 2.1926 -1.3780 1.2940  0.42
13 H 1.9278 0.9092 -1.3042  0.28
14 H 2.5106 -1.4474 -0.4115  0.39
15 H -3.2059 -0.1496 1.5792  0.28
16 H -2.0888 2.7398 0.1657  0.31
17 H 0.7424 0.4358 1.1582  0.37
18 H -0.7783 2.1001 -0.2260  0.31
19 H 3.0718 -0.0168 0.5324  0.46
20 H -1.8969 0.0847 -0.7593  0.48



Run Q
2 unconnected molecules or ions with the total composition C4H13NOS, computed with the ωB97M-V functional and the def2-TZVPD basis.

Properties
Spin multiplicity: 2
Lowest unoccupied orbital energy (alpha / beta) in eV: -3.25 / -8.57
Kohn-Sham gap (alpha / beta) in eV: 10.325 / 4.465
Molar mass in g/mol: 123.221
Charge: +1

Each line ends with the Mulliken charge.
Geometry (Å):
1 S -1.4257 -1.6119 1.0571  -0.14
2 O -3.3447 4.6738 -3.0230  -0.64
3 N 1.8410 1.0831 0.4607  -0.26
4 C -0.5439 -0.8592 -0.4363  -0.60
5 C 0.9582 -1.0677 -0.3928  -0.86
6 C 1.7328 -0.3494 0.6964  0.71
7 C 3.0743 -0.9559 1.0570  -1.51
8 H -1.0177 -1.2845 -1.3114  0.41
9 H 0.9786 1.5458 0.1757  0.29
10 H 3.5941 -0.4416 1.8671  0.45
11 H -3.9961 4.6004 -2.3355  0.32
12 H 3.7986 -0.9573 0.2340  0.36
13 H -0.6818 -2.7112 1.3203  0.17
14 H 1.3292 -0.6543 -1.3459  0.40
15 H 2.8777 -1.9812 1.3748  0.37
16 H -3.3098 3.7984 -3.4452  0.32
17 H 2.3576 1.5015 1.2342  0.33
18 H -0.8649 0.1745 -0.3106  0.28
19 H 1.1972 -2.1232 -0.4312  0.37
20 H 1.1367 -0.3143 1.6568  0.24



Short version: run P is the least stable of them.



Run P
C3H3ClS in the gas phase, computed with the ωB97M-V functional and the def2-TZVPD basis.

Properties
Lowest unoccupied orbital energy (alpha / beta) in eV: -1.66 / -1.67
Kohn-Sham gap (alpha / beta) in eV: 6.446 / 6.432
Molar mass in g/mol: 106.577

Each line ends with the Mulliken charge.
Geometry (Å):
1 Cl -2.0821 -0.7685 -0.3282  0.00
2 S -2.7039 1.0660 0.1009  -0.29
3 C -0.1102 -1.1462 0.5512  -0.35
4 C 0.6113 -0.3188 -0.0091  0.29
5 C 1.3319 0.7985 -0.3350  -0.53
6 H 1.6920 0.9361 -1.4464  0.21
7 H -0.1808 -2.1244 1.0558  0.39
8 H 1.4418 1.5574 0.4109  0.28



Run Q
C3H3ClS in the gas phase, computed with the ωB97M-V functional and the def2-TZVPD basis.

Properties
SMILES: C=C(Cl)C=S
Lowest unoccupied orbital energy in eV: -1.46
Kohn-Sham gap in eV: 7.586
Molar mass in g/mol: 106.577

Each line ends with the Mulliken charge.
Geometry (Å):
1 Cl 0.5945 -0.0702 -2.0835  -0.20
2 S 1.1518 0.0170 2.0603  -0.20
3 C 0.0512 0.1122 -0.4174  0.59
4 C -1.2979 -0.0686 -0.0753  -0.58
5 C 1.1510 0.1912 0.4310  -0.43
6 H -1.9797 -0.4166 -0.9073  0.22
7 H 2.1554 0.3036 0.0536  0.33
8 H -1.8263 -0.0685 0.9386  0.28



Short version: run P is the least stable of them.